Molecular formula: C3H15NO3
Method: DFT, wB97M-V/def2-TZVPD

```
22
Properties=species:S:1:pos:R:3:nbo_charge:R:1
C 0.77 1.82 0.63 -0.622
C -0.16 1.09 -0.34 -0.046
C -1.27 1.95 -0.96 -0.614
N 0.57 0.35 -1.37 -0.865
H 0.21 2.20 1.49 0.223
H 1.62 1.25 0.97 0.212
H 1.09 2.74 0.13 0.197
H -0.69 0.32 0.24 0.177
H -1.58 1.41 -1.85 0.211
H -2.10 2.00 -0.27 0.223
H -0.90 2.94 -1.26 0.203
H 1.57 0.28 -1.17 0.364
H 0.60 0.86 -2.26 0.362
H 0.53 -3.73 1.76 0.483
H 0.89 -3.00 0.40 0.496
O 0.80 -2.91 1.35 -0.975
H 0.45 -1.53 -1.89 0.488
H -0.78 -2.25 -2.17 0.461
O 0.17 -2.40 -2.22 -0.974
H -0.44 -1.31 2.18 0.488
H -0.38 -1.08 3.68 0.464
O -0.97 -1.01 2.92 -0.956
```

F_max: 1.45 eV/A
Total charge: 0
Energy: -10987.086 eV
Relative energy (zero: lowest compared OMol25 entry of this formula, charge and spin): 12.09 kcal per mole
LUMO: 0.7 eV
Molar mass: 113.16 g mol⁻¹
Orbital gap: 10.63 eV
SMILES: CC(C)N.O.O.O